1.
DFT (ωB97M-V/def2-TZVPD) results for a molecular structure, C9H21FeN3OP2 in a non-equilibrium geometry.

Cartesian coordinates (Å):
Fe: -0.1381 -0.0693 0.0525
H: 0.9367 0.4572 1.3127
H: 1.3785 0.4294 0.5552
P: -1.0986 0.9328 1.9904
P: 0.2894 0.1361 -2.1458
C: -0.1372 -1.3941 -3.0564
H: 0.1603 -1.2912 -4.1053
H: 0.3907 -2.2377 -2.6016
H: -1.2119 -1.5788 -2.9807
C: -0.4324 1.4258 -3.1747
H: -0.1303 2.4089 -2.8152
H: -0.1277 1.3251 -4.2162
H: -1.5177 1.3721 -3.1195
C: 2.0740 0.2870 -2.5855
H: 2.6385 -0.5478 -2.1590
H: 2.1829 0.2795 -3.6756
H: 2.4745 1.2213 -2.1810
C: -2.2821 2.3371 1.8150
H: -2.6279 2.6465 2.8103
H: -1.7692 3.1638 1.3104
H: -3.1200 1.9903 1.2028
C: -2.0659 -0.1912 3.0757
H: -1.4173 -1.0026 3.4211
H: -2.4480 0.3787 3.9316
H: -2.8939 -0.6110 2.4978
C: 0.0255 1.6714 3.2711
H: 0.6073 2.4885 2.8294
H: -0.5783 2.0619 4.0992
H: 0.7109 0.9056 3.6501
C: -1.2225 -1.5334 0.3442
O: -1.4349 -2.6778 0.4662
H: -1.4834 0.6126 -0.4874
N: 1.2485 -1.6638 -0.3630
C: 1.8987 -2.6302 -0.3117
N: 2.6393 -3.6793 -0.2426
C: 3.7441 -3.6856 0.4809
N: 4.7375 -3.7378 1.1046

Atoms 1-6, force components in eV/Å:
1.837 0.577 -0.629
2.126 0.396 -1.603
0.592 0.529 2.529
-1.479 1.750 3.024
1.598 0.201 -3.491
-0.250 -0.178 0.473

Summary:
Maximum force: 9.7 eV Å⁻¹
Spin multiplicity: 6
<S²>: 8.78
Total charge: +1
HOMO energy (spin up / spin down): -11.0727 / -11.7310 eV
Frontier orbital gap (spin up / spin down): 7.19 / 5.22 eV

2.
DFT (ωB97M-V/def2-TZVPD) results for a molecular structure, C9H21InN4O6 in a non-equilibrium geometry.

Cartesian coordinates (Å):
In: -1.5869 1.7787 -0.4362
N: -4.1086 0.6556 -5.3821
O: -4.6002 0.6825 -4.2600
O: -2.9214 1.0080 -5.4927
O: -4.7407 0.2721 -6.3787
C: 5.1398 3.7701 1.2648
C: 4.2101 3.8047 2.4960
O: 3.1263 3.3420 2.4276
N: 4.7604 4.3711 3.5172
C: 4.1746 4.3665 4.8552
H: 4.8486 3.0319 0.5175
H: 6.1455 3.4213 1.4989
H: 5.0426 4.7507 0.7990
H: 5.4906 5.0549 3.3785
H: 3.4954 3.5537 5.1123
H: 3.6715 5.3071 5.0799
H: 4.9816 4.2624 5.5804
C: -7.7111 -1.2824 2.3985
C: -6.9808 -1.9253 1.3263
O: -5.7869 -1.5612 0.9803
N: -7.6071 -2.8805 0.6813
C: -7.1010 -3.4557 -0.5371
H: -8.7815 -1.3076 2.1945
H: -7.4455 -0.2256 2.4255
H: -7.4471 -1.7006 3.3699
H: -8.5255 -3.2629 0.8559
H: -7.8510 -4.1451 -0.9247
H: -6.2252 -4.0639 -0.3112
H: -6.8157 -2.7369 -1.3053
C: 3.9606 -1.9307 -4.0129
C: 3.7800 -1.7315 -2.5407
O: 2.7982 -1.1997 -2.0633
N: 4.6607 -2.2887 -1.7635
C: 4.6387 -2.3143 -0.3394
H: 3.7691 -2.9321 -4.3984
H: 4.9797 -1.5928 -4.2005
H: 3.2622 -1.1964 -4.4145
H: 5.4703 -2.6975 -2.2081
H: 5.3803 -1.6598 0.1186
H: 4.8117 -3.2989 0.0950
H: 3.6377 -2.0430 -0.0040

Atoms 1-6, force components in eV/Å:
0.038 -0.029 0.046
0.227 -0.314 -0.990
-0.132 -0.068 -0.408
-0.980 -0.280 -0.129
0.899 0.632 1.571
-0.380 -0.412 -0.493

Summary:
Maximum force: 4.5 eV Å⁻¹
Spin multiplicity: 1
Total charge: +2
HOMO energy: -13.7712 eV
Frontier orbital gap: 1.34 eV
ΔE to the lowest compared entry with this formula, charge and spin: 321.97 kJ/mol

3.
DFT (ωB97M-V/def2-TZVPD) results for 3 unconnected molecules or ions with the total composition C9H21N2O12S4 in a non-equilibrium geometry.

Cartesian coordinates (Å):
C: 3.8546 -2.0148 0.6724
O: 4.4230 -0.8441 1.3730
C: 4.0918 0.4174 0.6726
S: 2.4847 1.2195 1.3245
O: 2.2817 2.6395 0.7422
O: 2.7546 1.4263 2.8662
N: 1.0955 0.1681 1.2226
S: 0.5870 -0.1202 -0.4202
O: 0.9902 -1.5213 -0.9859
O: 1.0014 0.9624 -1.4438
O: -1.1510 -0.1025 -0.3932
C: -1.4613 -0.7400 0.9287
N: -1.8388 -1.4910 1.9304
H: 2.7093 -2.0394 0.9382
H: 3.9750 -1.9141 -0.4875
H: 4.3145 -3.0378 1.0721
H: 4.1240 0.3467 -0.4947
H: 4.9481 1.1874 0.9791
O: -5.1526 -6.3775 2.8060
S: -3.9586 -6.7510 2.0768
O: -2.6338 -6.4349 2.5666
O: -4.0897 -6.2270 0.5397
C: -4.3453 -4.8495 0.3083
C: -3.0999 -4.0101 0.5234
C: -4.0240 -8.4903 1.7320
H: -5.1734 -4.4987 0.9327
H: -4.6653 -4.7536 -0.7352
H: -2.7975 -4.0151 1.5738
H: -3.2775 -2.9711 0.2294
H: -2.2605 -4.4060 -0.0571
H: -5.0069 -8.7341 1.3260
H: -3.8626 -9.0260 2.6683
H: -3.2352 -8.7395 1.0201
O: 0.9712 7.2606 0.0573
S: 0.7497 7.3339 -1.3719
O: -0.5419 7.0511 -1.9604
O: 1.8805 6.4394 -2.1306
C: 2.0268 5.0744 -1.7678
C: 0.9143 4.2229 -2.3504
C: 1.2888 8.9225 -1.9498
H: 2.0813 4.9663 -0.6796
H: 2.9864 4.7357 -2.1739
H: -0.0512 4.4774 -1.9057
H: 1.1012 3.1609 -2.1639
H: 0.8267 4.3849 -3.4295
H: 2.2793 9.1301 -1.5424
H: 0.5756 9.6691 -1.5981
H: 1.3099 8.9132 -3.0409

Atoms 1-6, force components in eV/Å:
-1.404 -0.615 0.191
-0.897 0.921 -2.354
1.980 -0.269 0.132
-0.882 4.907 4.291
0.832 -4.707 0.398
-0.902 -1.951 -5.210

Summary:
Maximum force: 11.9 eV Å⁻¹
Spin multiplicity: 1
Total charge: -1
HOMO energy: -6.6435 eV
Frontier orbital gap: 8.74 eV

4.
DFT (ωB97M-V/def2-TZVPD) results for 2 unconnected molecules or ions with the total composition C9H21N3O3 in a non-equilibrium geometry.

Cartesian coordinates (Å):
C: 2.4763 2.1047 0.7052
C: 1.5896 2.0214 -0.5730
O: 2.0968 2.9909 -1.5093
C: 1.7590 0.6582 -1.2870
N: 0.6094 -0.2720 -1.1966
C: -0.0802 -0.2675 -0.0297
N: 0.4985 -0.8127 1.0665
N: -1.2958 0.2149 0.1166
C: -2.0710 0.8230 -0.9331
C: -2.4767 2.2830 -0.4618
C: -3.2617 2.3328 0.9664
O: -1.7652 2.7396 0.6197
H: 2.6118 1.0956 1.1205
H: 3.4793 2.4690 0.4539
H: 2.0259 2.7497 1.4687
H: 0.5475 2.3132 -0.3737
H: 2.0886 3.8572 -1.0790
H: 2.6316 0.1486 -0.8527
H: 1.9838 0.8435 -2.3422
H: 0.0295 -0.3041 -2.0232
H: 1.5018 -0.8902 0.9172
H: 0.3662 -0.1806 1.8570
H: -1.7267 0.1515 1.0316
H: -3.0137 0.3069 -1.1403
H: -1.5038 1.0712 -1.8332
H: -2.8104 2.9832 -1.2333
H: -3.4384 1.2064 0.8406
H: -2.9197 2.1931 2.0038
C: 0.6984 -4.4494 0.1777
C: -0.7257 -4.2804 0.7664
O: -1.2135 -5.4727 1.0615
H: 0.6818 -5.0433 -0.7385
H: 1.1351 -3.4600 -0.0760
H: 1.3691 -4.9293 0.8936
H: -1.2827 -3.6527 -0.0006
H: -0.5952 -3.5429 1.6163

Atoms 1-6, force components in eV/Å:
-0.637 -0.524 -0.020
1.174 0.811 -0.117
-0.275 -0.024 -0.051
0.510 -0.201 0.364
-0.584 0.436 -0.358
0.111 -0.746 0.371

Summary:
Maximum force: 2.7 eV Å⁻¹
Spin multiplicity: 1
HOMO energy: -4.7411 eV
Frontier orbital gap: 3.53 eV
ΔE to the lowest compared entry with this formula, charge and spin: 1083.00 kJ/mol